[1]
C6H7N as an isolated structure at a distorted geometry, computed with wB97M-V/def2-TZVPD.

Summary:
E_LUMO, eV: 0.3
Strongest force on any atom, eV Å⁻¹: 1.01
Relative energy (zero: lowest compared OMol25 entry of this formula, charge and spin), kcal/mol: 153.84
Electronic energy, eV: -7818.9760

Each line ends with the Löwdin charge.
Element x y z (Å)
N: -0.84728 2.94530 -0.62792  0.1406
C: -0.47552 1.99920 -0.07121  -0.2495
C: -0.08617 0.76669 0.57667  -0.1973
C: 1.22107 0.12805 0.10759  -0.1721
C: 0.90205 -1.29678 -0.43322  -0.1336
C: -0.36169 -1.76192 -0.43613  -0.0876
C: -1.33488 -0.61041 -0.11803  -0.0813
H: -0.15765 0.87236 1.66633  0.1274
H: 1.67101 0.68946 -0.71897  0.1206
H: 1.97392 0.05837 0.90200  0.1119
H: 1.73650 -1.84927 -0.86722  0.0995
H: -0.43812 -0.98677 0.60865  0.0982
H: -1.57314 -0.10397 -1.05279  0.1141
H: -2.23011 -0.85031 0.46424  0.1090

[2]
One molecule with the formula C6H7N at a distorted geometry, computed with wB97M-V/def2-TZVPD.

Summary:
E_LUMO, eV: 1.0
Strongest force on any atom, eV Å⁻¹: 2.34
Relative energy (zero: lowest compared OMol25 entry of this formula, charge and spin), kcal/mol: 34.88
Electronic energy, eV: -7824.1348

Each line ends with the Löwdin charge.
Element x y z (Å)
C: -2.09693 -0.64500 -1.25250  -0.0004
C: -0.77184 -0.78478 -1.18878  -0.1382
C: 0.09201 -0.20222 -0.19279  -0.2997
C: 1.43385 0.10463 -0.39607  -0.0309
C: 1.88234 0.71866 0.83036  -0.1012
C: 0.79371 0.87877 1.63165  -0.1407
N: -0.33271 0.50995 0.91513  0.0692
H: -2.70064 -0.36322 -0.39548  0.0499
H: -2.64763 -1.13890 -2.03662  0.0438
H: -0.28536 -1.35537 -1.97528  0.1062
H: 2.12492 -0.23540 -1.14526  0.0991
H: 2.89308 1.04730 1.01870  0.0898
H: 0.78133 0.93906 2.70991  0.1087
H: -1.16614 0.52652 1.47701  0.1444